DFT (ωB97M-V/def2-TZVPD) results for a molecular structure, C18H33ClHfN4O3Si in a non-equilibrium geometry.

Atoms and positions in Å:
Hf1 -0.461 0.448 -0.292
C1 2.991 0.398 -2.163
C2 2.904 0.402 -0.669
C3 4.012 0.352 0.145
C4 3.850 0.347 1.529
C5 2.594 0.422 2.104
C6 1.505 0.510 1.256
N1 1.677 0.452 -0.100
N2 0.142 0.664 1.647
Si1 -0.233 2.015 2.811
C7 0.964 3.372 2.457
C8 -1.963 2.571 2.427
C9 -0.185 1.416 4.548
H1 3.259 -0.595 -2.533
H2 3.762 1.089 -2.501
H3 2.050 0.698 -2.623
H4 4.998 0.321 -0.296
H5 4.724 0.294 2.167
H6 2.451 0.434 3.175
H7 1.136 3.508 1.386
H8 1.928 3.219 2.944
H9 0.554 4.311 2.839
H10 -2.163 2.805 1.378
H11 -2.117 3.509 2.969
H12 -2.729 1.886 2.812
H13 0.833 1.364 4.944
H14 -0.636 0.426 4.643
H15 -0.744 2.102 5.191
Cl1 0.364 4.251 -3.187
C10 -1.072 3.245 -3.075
C11 -0.918 2.205 -2.013
O1 -1.306 0.996 -2.202
O2 -0.389 2.458 -0.873
H16 -1.265 2.751 -4.023
H17 -1.929 3.867 -2.810
C12 0.690 -2.524 -0.041
C13 0.761 -3.989 -0.542
N3 -0.276 -4.244 -1.530
C14 -0.077 -3.378 -2.681
C15 -0.139 -1.885 -2.259
N4 -0.408 -1.783 -0.775
C16 -1.705 -2.505 -0.506
C17 -1.580 -3.989 -0.936
H18 1.625 -2.004 -0.228
H19 0.468 -2.461 1.025
H20 0.638 -4.679 0.291
H21 1.733 -4.185 -0.993
H22 -0.850 -3.587 -3.419
H23 0.886 -3.607 -3.137
H24 -0.936 -1.360 -2.782
H25 0.803 -1.368 -2.459
H26 -2.480 -1.989 -1.073
H27 -1.927 -2.397 0.555
H28 -2.358 -4.236 -1.657
H29 -1.706 -4.641 -0.074
C18 -3.871 0.362 -0.453
O3 -2.619 0.316 0.317
H30 -4.341 1.326 -0.281
H31 -4.507 -0.454 -0.124
H32 -3.603 0.249 -1.497
H33 -2.809 0.499 1.245

gap between HOMO and LUMO	8.01	eV
spin multiplicity	1
charge	+2
energy	-1947.80934	Ha
strongest force on any atom	1.322	eV Å⁻¹
E_HOMO	-0.5295	Ha

---

DFT (ωB97M-V/def2-TZVPD) results for a single C3H2N2O molecule in a non-equilibrium geometry.

Atoms and positions in Å:
C1 1.338 -1.282 0.286
C2 1.167 -1.249 -1.005
C3 0.120 -0.133 -0.215
N1 -0.298 -0.039 -1.631
N2 0.523 -0.885 -2.151
O1 0.840 -1.171 -3.402
H1 -0.733 -0.102 0.463
H2 0.805 0.741 -0.120

gap between HOMO and LUMO (spin up / spin down)	9.81 / 9.82	eV
spin multiplicity	1
energy	-299.94957	Ha
strongest force on any atom	4.597	eV Å⁻¹
E_HOMO (spin up / spin down)	-0.3962 / -0.3963	Ha

---

DFT (ωB97M-V/def2-TZVPD) results for a molecular structure, C11H16Cl3F3O4SW in a non-equilibrium geometry.

Atoms and positions in Å:
C1 -2.204 -1.072 -0.992
C2 -1.482 -0.328 -1.999
C3 -1.413 1.016 -1.597
C4 -1.078 -0.869 -3.339
C5 -2.025 1.142 -0.320
C6 -2.524 -0.150 0.080
C7 -2.865 -0.553 1.456
C8 -2.550 -2.512 -1.051
C9 -0.970 2.166 -2.449
C10 -2.174 2.415 0.443
W1 -0.331 -0.486 0.171
Cl1 2.743 1.316 -3.338
Cl2 0.726 -2.274 -0.849
Cl3 0.643 1.300 1.178
H1 -0.663 -1.875 -3.262
H2 -0.322 -0.224 -3.799
H3 -1.946 -0.914 -4.014
H4 -0.178 1.867 -3.144
H5 -0.580 2.981 -1.833
H6 -1.812 2.574 -3.031
H7 -1.374 3.128 0.195
H8 -2.155 2.238 1.520
H9 -3.130 2.901 0.197
H10 -3.203 0.318 2.034
H11 -1.965 -0.958 1.952
H12 -3.618 -1.345 1.444
H13 -1.917 -3.045 -1.770
H14 -3.597 -2.668 -1.359
H15 -2.428 -2.986 -0.068
O1 -0.129 -1.513 1.721
H16 -0.120 -2.454 1.550
F1 7.393 0.165 3.467
C11 6.073 0.359 3.725
F2 5.749 -0.354 4.834
F3 5.884 1.676 3.997
S1 5.014 -0.179 2.242
O2 5.525 0.682 1.182
O3 5.343 -1.600 2.122
O4 3.660 0.115 2.701

gap between HOMO and LUMO (spin up / spin down)	5.97 / 5.94	eV
⟨S²⟩	2.010
spin multiplicity	3
charge	-2
energy	-2875.31373	Ha
strongest force on any atom	3.895	eV Å⁻¹
E_HOMO (spin up / spin down)	-0.0615 / -0.0615	Ha

---

DFT (ωB97M-V/def2-TZVPD) results for a molecular structure, C2H2N4O in a non-equilibrium geometry.

Atoms and positions in Å:
C1 0.339 1.635 -0.118
C2 -0.783 -0.001 0.383
N1 -0.735 1.287 0.465
N2 1.167 0.776 -0.521
N3 0.264 -0.659 -0.154
N4 0.029 -2.098 -0.026
O1 0.837 -2.924 -0.044
H1 0.440 2.649 -0.493
H2 -1.558 -0.665 0.508

gap between HOMO and LUMO	9.41	eV
spin multiplicity	1
energy	-371.48579	Ha
strongest force on any atom	6.057	eV Å⁻¹
E_HOMO	-0.3775	Ha